# 1
C6H11N | ωB97M-V/def2-TZVPD

The geometry in XYZ format:
```
18
Properties=species:S:1:pos:R:3:forces:R:3:mulliken_charge:R:1
C -2.0461 0.0440 -1.4384 -1.48 0.75 1.34 -0.085
C -0.1117 1.0263 0.8604 0.18 0.22 -0.08 -0.859
C 0.6031 -0.2866 1.0508 -3.91 -2.64 -0.28 0.017
C 0.6619 0.3933 -0.2042 -2.62 0.10 -2.23 0.673
C -0.1858 -1.6453 1.3255 -0.14 0.01 -0.77 -1.149
C 1.6930 0.8219 -1.1625 1.69 1.27 0.92 -1.165
N -0.9980 -0.5367 -1.6482 2.60 -0.10 -0.35 -0.497
H -2.9405 0.1869 -2.0208 -0.19 -0.61 -1.31 0.298
H -2.3008 0.4719 -0.4783 0.26 0.68 0.98 0.092
H -1.2075 1.1174 0.7473 0.54 -0.36 0.32 0.053
H 0.3522 1.8090 1.4180 0.04 0.96 0.02 0.307
H 1.4927 -0.3198 1.5217 2.93 0.37 2.00 0.519
H 0.2672 -2.2328 2.1686 0.19 0.38 -1.18 0.353
H -0.1681 -2.1531 0.2976 -0.24 0.11 1.85 0.301
H -1.2493 -1.5681 1.7160 1.09 0.54 -0.97 0.244
H 1.9569 1.9336 -1.0836 -0.46 -1.36 0.30 0.269
H 1.6151 0.6969 -2.2353 -0.82 -0.61 -0.08 0.318
H 2.5658 0.2413 -0.8347 0.32 0.30 -0.46 0.310
```
Forces are in eV/Å.

Summary:
HOMO-LUMO gap (alpha / beta) ... 8.96 / 7.75 eV
Relative energy (zero: lowest compared OMol25 entry of this formula, charge and spin) ... 131.9 kcal per mole
2S+1 ... 1


# 2
C46H37ClIN4O13RbSb2 | ωB97M-V/def2-TZVPD

The geometry in XYZ format:
```
105
Properties=species:S:1:pos:R:3:forces:R:3:mulliken_charge:R:1
Rb -1.1922 1.1779 1.0100 1.82 -1.74 0.50 1.286
O -3.8058 0.5799 0.7238 -0.29 0.06 0.28 -0.322
C -3.5887 -0.2858 -0.2692 -0.18 -0.21 -0.07 0.712
O -2.8861 -1.2589 -0.1740 -0.05 -0.10 0.01 -0.426
C -4.4492 0.0640 -1.4862 -0.35 -0.26 0.05 -0.894
O -3.7675 0.4748 -2.6257 0.11 -0.11 -0.11 -0.404
C -3.1732 1.7689 -2.5576 0.23 0.18 -0.34 -0.465
C -1.6308 1.6629 -2.4134 -0.81 -0.25 0.14 0.014
O -0.9392 2.2131 -3.2718 0.61 0.37 -0.70 -0.767
O -1.2520 0.9855 -1.4323 0.14 -0.25 -0.71 0.465
H -3.2696 0.3748 1.5217 -0.70 -0.31 0.15 0.235
H -5.1996 0.8079 -1.1774 0.13 -0.07 -0.01 0.382
H -4.9580 -0.8682 -1.7665 0.02 0.16 0.11 0.261
H -3.5776 2.3308 -1.7132 -0.02 0.08 0.09 0.178
H -3.4230 2.2793 -3.4956 0.09 -0.07 0.17 0.303
C 1.8535 -2.9896 -1.7407 0.24 0.20 0.49 -1.204
C 1.1452 -3.6984 -2.8750 -0.06 -0.54 -0.14 -0.668
C 0.9930 -2.8603 -4.1343 -0.01 0.13 -0.43 -0.980
Sb 0.2392 -0.8018 -3.9845 -0.32 -0.16 0.39 1.070
C 2.2098 0.0303 -3.7928 -0.25 -0.18 -0.04 0.129
C 2.4772 1.0070 -2.8493 0.06 0.13 -0.12 -0.637
C 3.7630 1.5102 -2.7161 0.06 0.20 0.22 -0.441
C 4.7860 1.0436 -3.5205 0.16 0.12 0.08 -0.513
C 4.5215 0.0789 -4.4755 0.15 -0.14 -0.20 -0.743
C 3.2394 -0.4193 -4.6071 0.05 -0.17 -0.20 -0.289
C 0.2618 -0.4948 -6.1151 0.02 -0.15 0.21 0.063
C -0.0671 -1.4796 -7.0345 -0.03 -0.18 -0.01 -0.272
C -0.1053 -1.2049 -8.3929 -0.02 -0.08 -0.18 -0.500
C 0.1724 0.0730 -8.8477 -0.02 0.02 -0.19 -0.396
C 0.4856 1.0693 -7.9352 0.06 0.16 -0.08 -0.550
C 0.5346 0.7853 -6.5813 -0.05 0.13 -0.01 -0.484
Sb 0.4805 -2.2845 -0.2099 -0.02 0.14 -0.19 0.752
C 2.0217 -1.5124 1.0620 -0.27 -0.21 -0.03 0.203
C 1.8788 -1.5647 2.4437 -0.22 -0.01 0.14 -0.167
C 2.7810 -0.9231 3.2743 -0.04 -0.02 0.21 -0.625
C 3.8420 -0.2198 2.7318 0.11 0.08 -0.03 -0.613
C 3.9988 -0.1710 1.3562 0.15 0.11 0.05 -0.597
C 3.0944 -0.8161 0.5297 0.10 0.07 -0.09 -0.400
C 0.3958 -4.2319 0.7272 0.15 0.22 -0.14 0.447
C -0.7863 -4.9551 0.6701 -0.25 0.04 -0.13 -0.406
C -0.8763 -6.2235 1.2227 -0.13 -0.11 0.04 -0.528
C 0.2207 -6.7804 1.8581 -0.08 -0.17 0.06 -0.452
C 1.4057 -6.0672 1.9268 0.15 -0.08 0.10 -0.686
C 1.4912 -4.8083 1.3587 0.16 0.12 0.04 -0.479
H 2.4451 -2.1639 -2.1364 0.04 0.10 0.10 0.229
H 2.5347 -3.6452 -1.1941 0.03 -0.03 -0.07 0.664
H 0.1741 -4.0976 -2.5512 0.02 0.10 -0.06 0.205
H 1.7375 -4.5834 -3.1523 -0.15 0.00 0.06 0.215
H 0.3215 -3.3785 -4.8222 -0.02 0.00 -0.07 0.367
H 1.9632 -2.7912 -4.6347 -0.05 -0.02 -0.01 0.374
H 1.6738 1.4119 -2.2624 -0.31 0.09 0.30 0.447
H 3.9549 2.2810 -1.9811 0.03 0.03 0.04 0.536
H 5.7852 1.4438 -3.4174 0.08 0.03 0.03 0.367
H 5.3122 -0.2787 -5.1257 0.00 0.00 0.01 0.389
H 3.0387 -1.1611 -5.3729 0.02 0.01 -0.01 0.284
H -0.2981 -2.4837 -6.6991 0.00 -0.03 0.00 0.211
H -0.3552 -1.9916 -9.0971 0.00 0.02 0.01 0.365
H 0.1371 0.2947 -9.9097 0.00 -0.01 0.06 0.342
H 0.6879 2.0769 -8.2790 0.01 0.00 -0.01 0.360
H 0.7658 1.5715 -5.8744 0.02 0.09 0.05 0.358
H 1.0352 -2.0847 2.8860 0.02 -0.02 0.00 0.311
H 2.6349 -0.9495 4.3474 0.01 -0.01 0.00 0.423
H 4.5288 0.3098 3.3770 0.05 0.03 0.03 0.358
H 4.8132 0.3929 0.9208 0.04 0.02 -0.01 0.424
H 3.2247 -0.7538 -0.5390 0.04 0.06 -0.22 0.260
H -1.6603 -4.5190 0.1955 0.00 0.00 -0.01 0.365
H -1.8094 -6.7706 1.1662 -0.01 -0.01 0.01 0.381
H 0.1513 -7.7645 2.3061 -0.01 0.00 -0.01 0.356
H 2.2657 -6.4908 2.4313 0.02 -0.01 0.00 0.382
H 2.4219 -4.2567 1.4268 0.03 0.02 0.00 0.369
Cl -1.3943 -1.4111 8.2749 0.03 -0.05 0.16 -0.336
C -1.7138 -0.5510 6.7852 -0.02 0.14 0.10 0.610
C -2.0260 0.7839 6.8307 0.07 -0.15 0.16 -0.643
C -2.2873 1.5047 5.6720 0.07 0.11 0.06 -0.409
I -2.7029 3.5423 5.7933 -0.01 0.01 0.01 0.024
C -2.2467 0.9279 4.3899 -0.07 -0.09 -0.10 -0.184
O -2.4689 1.5297 3.3176 -0.37 0.28 -0.07 -0.306
C -1.9253 -0.5054 4.3767 0.03 0.04 0.12 0.205
N -1.9170 -1.0809 3.1627 -0.15 -0.10 -0.33 0.452
C -1.6637 -2.3622 3.0600 0.01 -0.14 -0.23 -0.760
C -1.3526 -3.1749 4.1651 -0.03 0.15 0.05 -0.795
C -1.3455 -2.6077 5.4117 0.01 -0.10 -0.07 -1.181
C -1.6533 -1.2375 5.5559 0.01 -0.03 0.01 0.378
H -2.0646 1.2874 7.7869 0.00 -0.02 0.05 0.382
H -1.7030 -2.7827 2.0549 0.00 0.08 0.17 0.929
H -1.1255 -4.2210 4.0154 0.02 -0.08 -0.01 0.478
H -1.1146 -3.1940 6.2930 -0.01 0.02 -0.04 0.370
O -3.0324 8.2067 3.8636 -0.13 0.10 -0.01 -0.683
N -1.8379 7.9550 3.9408 -0.03 0.08 0.14 1.047
O -1.0276 8.6979 4.4792 0.00 0.21 0.07 -0.684
C -1.3649 6.7322 3.3886 0.11 -0.45 -0.26 -0.492
C -2.2553 5.8559 2.7510 0.35 -0.11 0.08 -0.359
C -1.7759 4.6925 2.2167 0.02 0.53 0.27 -0.201
C -0.3834 4.2403 2.3116 -0.41 0.44 -0.09 0.608
O -0.0071 3.1348 1.9557 0.52 0.47 0.29 -0.395
C 0.4609 5.2606 2.9110 -0.31 0.17 0.25 -0.686
C -0.0104 6.4305 3.4575 -0.07 -0.15 -0.09 -0.239
N 1.8789 5.0374 2.9976 0.37 -0.08 -0.48 1.007
O 2.3886 4.2044 2.2714 0.02 0.11 0.19 -0.546
O 2.5189 5.7481 3.7598 0.33 0.10 0.36 -0.693
N -2.7564 3.9002 1.5011 0.03 0.48 0.50 1.300
O -3.8997 3.9461 1.8813 -0.77 0.01 0.12 -0.643
O -2.3908 3.2896 0.5238 -0.16 0.45 -0.89 -0.673
H -3.3088 6.0902 2.6815 0.10 0.00 0.00 0.576
H 0.6786 7.1141 3.9325 -0.06 -0.06 -0.05 0.603
```
Forces are in eV/Å.

Summary:
HOMO-LUMO gap ... 6.32 eV
Net charge ... -2
2S+1 ... 1


# 3
C24H43Cl2GdN4O4Si | ωB97M-V/def2-TZVPD

The geometry in XYZ format:
```
79
Properties=species:S:1:pos:R:3:forces:R:3:mulliken_charge:R:1
C -1.9019 -0.2887 -4.6196 -0.18 -0.23 -0.13 -1.600
C -1.1275 -1.2547 -3.7507 -1.44 1.52 2.09 1.746
H -1.2326 0.4758 -5.0395 -0.12 -0.24 0.08 0.223
H -2.6613 0.2166 -4.0060 0.23 -0.09 -0.29 0.351
H -2.3873 -0.8265 -5.4426 -0.05 0.26 0.15 0.428
C -0.5025 -2.3908 -4.2873 0.54 -1.29 -0.50 -0.910
C -0.2108 -2.5605 -5.7221 0.37 -0.45 -0.53 -1.413
H -0.3569 -3.2472 -3.6358 0.09 0.19 -0.19 0.631
H 0.5813 -1.8725 -6.0595 -0.23 -0.01 -0.04 0.270
H -1.0828 -2.4165 -6.3853 0.27 0.03 0.24 0.339
H 0.1703 -3.5780 -5.8840 -0.13 0.28 -0.15 0.376
Gd -0.3428 1.0206 2.0766 0.65 -0.05 0.59 -0.224
Cl -2.7696 0.5780 2.6020 -1.22 -0.33 0.39 -0.509
C -0.6061 -2.1918 2.7000 0.91 2.00 -0.57 0.251
O 0.0769 -1.2172 2.2473 -0.92 -2.59 0.64 -0.097
N -0.0560 -3.3409 3.0261 0.36 -0.70 0.33 0.388
C 1.3674 -3.5994 2.7928 -0.23 -0.07 0.14 -0.844
C -0.8065 -4.3544 3.7661 -0.07 0.12 -0.25 -0.893
H -1.6914 -2.0894 2.8576 0.28 0.06 0.01 0.224
H 1.8457 -2.6848 2.4265 -0.17 -0.32 0.19 0.089
H 1.4809 -4.4101 2.0601 -0.07 0.22 0.11 0.256
H 1.8241 -3.9269 3.7340 0.00 0.18 -0.16 0.378
H -1.8370 -3.9975 3.8926 0.31 -0.21 0.03 0.291
H -0.3456 -4.5246 4.7486 -0.15 0.15 -0.21 0.323
H -0.8104 -5.3054 3.2205 -0.03 0.18 0.04 0.304
H 1.5963 3.1624 4.9005 -0.08 0.16 -0.09 0.298
H -0.8625 4.6103 5.8287 0.26 0.04 -0.22 0.317
C 1.6540 4.1229 4.3775 -0.32 -0.07 0.03 -0.842
C -0.4047 5.3228 5.1276 -0.11 0.24 0.00 -0.916
N 0.3134 4.6369 4.0623 0.25 -0.14 0.06 0.219
H 2.2195 4.0050 3.4508 -0.09 0.02 0.12 0.210
C -0.3500 4.2344 2.9918 0.20 -1.70 -0.63 -0.019
O 0.0099 3.2547 2.2607 -0.14 2.68 0.64 -0.096
H -1.1982 5.9285 4.6789 0.12 0.00 0.17 0.337
H -1.2890 4.7691 2.7755 0.20 -0.22 0.16 0.321
H 2.1278 4.8667 5.0245 0.04 -0.14 -0.17 0.360
H 0.2996 5.9646 5.6667 -0.24 -0.03 -0.11 0.308
H 1.4780 0.8504 -2.4425 0.29 -0.06 0.22 -0.072
H 2.6572 -2.0763 -2.5528 0.15 0.11 0.25 0.335
C 2.4975 0.6824 -2.0618 -0.24 0.02 -0.18 -0.700
C 3.1956 -1.6755 -1.6801 -0.08 0.09 0.00 -1.048
N 2.5305 -0.4770 -1.1792 0.15 -0.14 0.51 0.340
H 2.8460 1.5770 -1.5370 -0.06 -0.27 -0.07 0.274
C 2.0607 -0.4112 0.0727 -0.72 1.75 0.35 0.664
O 1.5283 0.6222 0.5730 1.62 -1.90 -1.07 -0.472
H 3.2218 -2.4315 -0.8863 0.02 0.13 -0.25 0.263
H 2.1841 -1.3307 0.6626 -0.14 0.12 -0.13 -0.305
H 3.1569 0.4565 -2.9045 -0.08 0.19 0.11 0.422
H 4.2206 -1.4350 -2.0009 -0.25 -0.08 0.20 0.390
O -0.4646 -0.4809 -2.6968 -0.08 -0.93 0.38 0.189
C -1.5373 -1.3176 -2.2405 0.45 0.90 -1.71 -1.553
C 0.0140 -3.1335 -1.3231 -0.09 -0.03 0.03 0.787
C -1.2258 -2.4701 -1.3786 -0.28 -0.84 0.65 1.182
H 0.8523 -2.7939 -1.9441 -0.50 -0.01 0.49 0.308
C 0.1606 -4.2892 -0.5462 -0.36 0.00 0.04 -1.225
H -2.4734 -0.7914 -1.9881 0.60 -0.16 -0.09 0.386
C -2.2980 -2.9981 -0.6242 0.40 0.21 -0.42 -0.796
H 1.1171 -4.8175 -0.5274 -0.25 0.19 -0.05 0.432
C -0.9265 -4.8140 0.1702 0.47 0.12 -0.19 -0.618
C -2.1514 -4.1567 0.1302 -0.33 -0.03 0.05 -0.777
H -3.2647 -2.4954 -0.6927 0.25 -0.14 0.18 0.368
H -0.8074 -5.7440 0.7340 -0.06 0.34 -0.17 0.549
H -3.0213 -4.5583 0.6657 0.43 0.16 -0.19 0.399
Si -0.4788 3.1643 -1.4297 -0.03 -0.41 1.20 0.540
Cl -1.2143 1.0947 -0.3256 -0.29 0.88 -1.50 -0.077
C 1.1574 3.7337 -0.6803 0.22 0.13 -0.18 -0.938
C -1.8204 4.2605 -0.6961 -0.06 0.33 -0.12 -1.210
C -0.4013 3.2264 -3.2742 0.01 0.37 -0.52 -1.124
H 1.2914 3.4102 0.3605 -0.05 0.05 -0.42 0.053
H 1.1373 4.8381 -0.6787 -0.01 -0.19 0.04 0.456
H 2.0335 3.4385 -1.2766 -0.29 0.05 0.22 0.355
H 0.4933 2.7171 -3.6585 -0.32 0.07 0.03 0.300
H -0.3246 4.2990 -3.5301 0.00 -0.24 -0.19 0.451
H -1.3072 2.8225 -3.7434 0.29 0.05 0.06 0.212
H -2.6389 3.6612 -0.2861 0.09 0.13 -0.07 0.330
H -2.2224 4.9328 -1.4692 -0.03 -0.12 0.17 0.433
H -1.4202 4.8979 0.1140 -0.07 -0.31 -0.28 0.188
N -0.3359 1.6015 5.7189 0.18 -0.05 -0.71 -0.724
C -0.2334 1.3194 4.5899 -0.03 0.06 1.34 0.159
```
Forces are in eV/Å.

Summary:
<S²> ... 15.815
HOMO-LUMO gap (alpha / beta) ... 3.36 / 8.03 eV
Relative energy (zero: lowest compared OMol25 entry of this formula, charge and spin) ... 158.1 kcal per mole
2S+1 ... 8


Listing E_tot for the structures above in their given order: -289.76142, -4234.58296, -3435.73636 Eh.